(1)
C23H34N2O3 in the gas phase. Source: OMol25; level of theory: the ωB97M-V functional and the def2-TZVPD basis.

Results
Frontier orbital gap   9.6 eV
Maximum force   0.2 eV Å⁻¹
Structure (SMILES)   CC[C@]1(C)C[C@H](C(=O)N2CC3(C[C@H](C(=O)N4[C@H]5CC=C[C@H]4CCC5)CO3)C2)C1
LUMO level   0.0216 Ha
M   386.5 g/mol

```
! RIJCOSX wB97M-V def2-TZVPD def2/J DEFGRID3
* xyz 0 1
C 3.658 -4.909 2.969
C 4.252 -3.506 3.009
C 3.518 -2.450 2.176
C 4.495 -1.389 1.685
C 2.597 -2.905 1.008
C 1.530 -1.895 1.471
C 0.113 -2.406 1.549
O -0.155 -3.574 1.790
N -0.854 -1.485 1.366
C -0.880 -0.040 1.154
C -2.433 -0.157 1.063
C -3.035 0.166 -0.293
C -3.236 1.685 -0.165
C -1.950 2.427 -0.537
O -1.256 3.002 0.291
N -1.586 2.348 -1.828
C -0.432 3.059 -2.383
C -0.864 4.520 -2.393
C -2.107 4.420 -3.302
C -2.668 3.257 -3.672
C -2.288 1.921 -3.006
C -1.211 0.982 -3.697
C 0.093 0.791 -2.827
C 0.724 2.096 -2.178
C -3.568 1.841 1.324
O -3.171 0.622 1.970
C -2.299 -1.635 1.472
C 2.267 -1.821 2.835
H 4.178 -5.566 3.666
H 2.599 -4.910 3.234
H 3.747 -5.345 1.973
H 4.290 -3.145 4.043
H 5.293 -3.563 2.675
H 3.982 -0.591 1.144
H 5.031 -0.934 2.523
H 5.232 -1.835 1.014
H 2.991 -2.782 -0.002
H 2.212 -3.915 1.133
H 1.582 -0.947 0.935
H -0.551 0.550 2.011
H -0.366 0.302 0.254
H -2.393 -0.131 -1.122
H -3.996 -0.343 -0.390
H -4.049 2.046 -0.796
H -0.505 2.919 -3.455
H -0.128 5.174 -2.865
H -1.099 4.922 -1.407
H -2.487 5.343 -3.726
H -3.473 3.254 -4.397
H -3.193 1.358 -2.780
H -1.640 -0.010 -3.851
H -0.962 1.363 -4.690
H 0.833 0.295 -3.457
H -0.144 0.086 -2.029
H 1.620 2.413 -2.713
H 0.980 1.923 -1.133
H -3.020 2.681 1.749
H -4.637 1.970 1.492
H -2.729 -2.368 0.787
H -2.645 -1.834 2.487
H 1.808 -2.508 3.548
H 2.384 -0.838 3.293
*
```


(2)
A molecular structure, H2ORb. Source: OMol25; level of theory: the ωB97M-V functional and the def2-TZVPD basis.

Results
Frontier orbital gap   12.3 eV
Maximum force   0.5 eV Å⁻¹
LUMO level   -0.1500 Ha
M   103.5 g/mol

```
! RIJCOSX wB97M-V def2-TZVPD def2/J DEFGRID3
* xyz 1 1
Rb 9.776 6.219 27.541
O 10.272 8.925 28.363
H 9.897 9.289 29.165
H 10.451 9.689 27.814
*
```


(3)
2 unconnected molecules or ions with the total composition C4H15N3O in a non-equilibrium geometry. Source: OMol25; level of theory: the ωB97M-V functional and the def2-TZVPD basis.

Results
Frontier orbital gap   9.2 eV
Maximum force   4.6 eV Å⁻¹
Structure (SMILES)   CNCCNCN.O
LUMO level   0.0295 Ha
M   121.2 g/mol

```
! RIJCOSX wB97M-V def2-TZVPD def2/J DEFGRID3
* xyz 0 1
C -0.013 0.492 -2.762
N 0.171 0.493 -1.296
C -0.792 1.153 -0.524
C -0.227 1.038 1.003
N -0.968 0.024 1.756
C -0.344 -1.253 2.071
N -0.048 -2.090 0.898
H 0.232 -0.504 -3.237
H -0.916 0.761 -3.271
H 0.782 1.184 -2.965
H 0.119 -0.536 -0.953
H -1.879 0.759 -0.664
H -1.019 2.323 -0.642
H 0.833 0.885 0.813
H -0.573 1.948 1.484
H -1.954 -0.211 1.421
H 0.596 -1.039 2.546
H -1.148 -1.669 2.537
H 0.382 -1.611 0.126
H -0.904 -2.510 0.415
O 2.838 -0.066 0.611
H 2.862 0.477 -0.183
H 1.971 -0.046 0.816
*
```